Computed, not measured: a single C6H5NS molecule in a non-equilibrium geometry, with the ωB97M-V functional and the def2-TZVPD basis.

Atoms and positions in Å:
C -0.52255 0.16363 0.50156
C 0.01379 1.28099 -0.33600
C 0.63861 -0.82229 0.48238
C 1.32980 1.15195 -0.57754
C -0.88343 -1.09849 -0.11535
C 1.88180 -0.08037 -0.05132
N -1.63445 -1.91140 -0.62562
S 3.40978 -0.63231 -0.04251
H -1.05998 0.47046 1.39516
H -0.60824 2.10073 -0.64785
H 0.82883 -1.50519 1.30116
H 1.92947 1.87105 -1.10739
H -1.28592 -2.82959 -0.88664

Results
- LUMO energy (eV) = -0.6469
- orbital gap (eV) = 7.87
- ΔE to the lowest compared entry with this formula, charge and spin (kcal/mol) = 44.48
- total energy (a.u.) = -684.46048
- net charge = 0

Computed, not measured: 3 unconnected molecules or ions with the total composition C2H6NO5 in a non-equilibrium geometry, with the ωB97M-V functional and the def2-TZVPD basis.

Atoms and positions in Å:
O -1.03291 -0.57190 2.04572
C -1.99322 -0.13656 1.42228
N -1.86111 0.56459 0.27997
C -0.97119 0.21425 -0.87758
O -0.69273 -0.98951 -0.96032
O -0.74177 1.17040 -1.61520
H -2.94820 -0.30660 1.94847
H -2.62313 1.06359 -0.13627
H 3.32211 0.59932 1.15574
H 2.08979 -0.35349 0.81469
O 2.94397 -0.25840 1.24562
H 1.18106 -0.98101 -1.42392
H 1.49182 0.43908 -1.97531
O 1.83550 -0.45377 -1.92388

Results
- LUMO energy (eV) = 3.8272
- orbital gap (eV) = 9.18
- ΔE to the lowest compared entry with this formula, charge and spin (kcal/mol) = 32.87
- total energy (a.u.) = -510.86253
- net charge = -1

Computed, not measured: 2 unconnected molecules or ions with the total composition C3H11N2O2 in a non-equilibrium geometry, with the ωB97M-V functional and the def2-TZVPD basis.

Atoms and positions in Å:
N 0.19163 1.94768 0.76376
C -0.79600 1.00804 0.05252
C -0.59895 1.25225 -1.45238
C -0.47160 -0.42703 0.46715
N -1.44733 -1.31895 0.22313
O 0.63395 -0.71104 0.92779
H 1.14757 1.57720 0.81145
H -0.26123 2.18136 1.65278
H 0.27715 2.84956 0.28156
H -1.79988 1.40251 0.27245
H -0.88170 2.21451 -1.86326
H -1.26954 0.65470 -2.10567
H 0.41723 0.98765 -1.71598
H -1.23100 -2.29766 0.40252
H -2.38242 -0.99381 0.00055
H 2.98200 -1.87665 -0.91400
H 1.91215 -2.11760 0.18305
O 2.02577 -1.78351 -0.72529

Results
- LUMO energy (spin up / spin down) (eV) = -7.7436 / -13.9721
- orbital gap (spin up / spin down) (eV) = 13.10 / 5.55
- ΔE to the lowest compared entry with this formula, charge and spin (kcal/mol) = 33.32
- <S²> = 0.77
- total energy (a.u.) = -380.15050
- net charge = +2
- spin multiplicity = 2

Computed, not measured: a molecular structure, C27H41MoN8O9S2Si in a non-equilibrium geometry, with the ωB97M-V functional and the def2-TZVPD basis.

Atoms and positions in Å:
Mo -0.27660 0.24521 -0.82321
N -2.30394 0.52203 0.24564
C -2.32437 1.74204 1.03983
C -1.50829 2.89915 0.54209
N -0.27744 2.53417 -0.22828
C 1.07956 2.99842 0.31576
C 2.07652 2.45666 -0.67192
N 1.45316 1.31020 -1.48382
H -2.69234 -0.26187 0.81830
H -2.95543 0.61157 -0.57062
H -3.32994 2.20573 1.23068
H -1.97366 1.41918 2.05928
H -2.08895 3.45674 -0.18271
H -1.27680 3.61742 1.30124
H -0.43182 3.03710 -1.20724
H 1.03415 4.10316 0.48703
H 1.23845 2.61519 1.32746
H 2.36908 3.24453 -1.32025
H 3.00012 2.08237 -0.18816
H 1.45537 1.61893 -2.47276
H 2.19783 0.47992 -1.44811
O -5.21503 0.56926 -4.29951
S -3.93511 1.00613 -3.73733
O -2.85245 0.14598 -4.47622
O -3.72102 0.99682 -2.32207
C -3.57956 2.62301 -4.30055
C -4.76808 3.42424 -4.52206
C -4.72017 4.59745 -5.20055
C -3.49707 4.91430 -5.76376
C -2.36947 4.15104 -5.59345
C -2.32459 3.03957 -4.69356
S -0.70250 2.68301 -3.98050
O -0.66335 3.79303 -2.96694
O 0.20087 2.77726 -5.08249
O -0.78844 1.37988 -3.29281
H -5.69352 3.00557 -4.13302
H -5.59969 5.25864 -5.32950
H -3.38561 5.76027 -6.34298
H -1.46073 4.43544 -6.03447
N -1.42220 -1.12973 -1.66479
N -1.03554 -2.00058 -2.70141
C 0.24015 -2.16170 -2.95434
N 0.45639 -3.06812 -3.97236
N 1.04900 -1.21840 -2.44569
N 2.40559 -1.60864 -2.45232
O 2.69976 -2.70235 -2.97729
O 3.26563 -0.96423 -1.83689
H -2.45775 -1.20893 -1.58152
H -1.97462 0.34919 -4.02102
H -1.75301 -2.66645 -2.87925
H -0.34350 -3.64047 -4.26576
H 1.36695 -3.42555 -4.12271
C -0.77382 -3.35090 1.51995
C 0.77505 -3.07657 1.80169
C 1.66301 -3.72590 0.60661
C 1.12370 -3.96268 3.03263
Si 1.09875 -1.21175 2.24020
O 0.46440 -0.26574 1.07891
C 0.46715 -0.96168 4.03679
C 1.09169 -1.46407 5.18907
C 0.68130 -1.09067 6.47241
C -0.47641 -0.27303 6.66050
C -1.10563 0.23413 5.53262
C -0.69302 -0.08712 4.26898
C 2.94055 -1.08730 2.53855
C 3.42893 -0.50545 3.66794
C 4.65465 -0.89683 4.21212
C 5.44912 -1.82335 3.53301
C 5.02417 -2.30546 2.30410
C 3.83363 -1.84869 1.73013
H -0.92704 -4.37778 1.19859
H -1.12229 -2.60568 0.80609
H -1.41537 -3.25907 2.40729
H 2.22061 -2.84567 0.09586
H 0.92454 -4.20234 -0.11863
H 2.38954 -4.42407 1.04101
H 0.88306 -5.01427 2.85429
H 0.55368 -3.64726 3.94963
H 2.19294 -3.80928 3.33729
H 1.92620 -2.15186 5.13995
H 1.25237 -1.49201 7.34588
H -0.82993 -0.06164 7.70716
H -1.93844 0.91219 5.74369
H -1.20472 0.20106 3.34981
H 2.86541 0.26438 4.16065
H 5.07068 -0.47722 5.13533
H 6.40024 -2.08947 3.99818
H 5.58421 -3.18688 1.87010
H 3.64110 -2.08288 0.72846

Results
- LUMO energy (spin up / spin down) (eV) = -4.4262 / -4.0376
- orbital gap (spin up / spin down) (eV) = 6.49 / 6.88
- <S²> = 2.01
- total energy (a.u.) = -3322.38241
- net charge = +1
- spin multiplicity = 3

Computed, not measured: a molecular structure, C28H49BN8O2Pt, with the ωB97M-V functional and the def2-TZVPD basis.

Atoms and positions in Å:
Pt 0.22748 -1.68688 -1.20463
C 4.50340 -1.27043 -1.70965
C 3.80478 -2.23084 -0.73520
C 2.94011 -3.22016 -1.49629
C 3.05673 -1.40880 0.28214
C 3.62829 -0.66313 1.32136
C 2.62439 0.13625 1.82546
C 2.84952 1.26428 2.80368
C 2.78098 2.62268 2.09403
C 2.00111 1.26021 4.07208
N 1.48536 -0.17401 1.15530
N 1.76739 -1.10473 0.20447
B 0.13141 0.57169 1.03550
N 0.09868 1.23857 -0.37857
N 0.28319 0.47212 -1.48654
C 0.07950 1.23212 -2.55476
C -0.24136 2.52947 -2.13602
C -0.23609 2.48877 -0.75139
C -0.56963 3.59109 0.21174
C 0.27172 4.83609 -0.07427
C -2.06844 3.90486 0.15512
C 0.16597 0.67714 -3.94952
C -0.21697 1.73241 -4.98247
C 1.55419 0.11197 -4.25311
N -1.11667 -0.36706 1.13892
N -1.48400 -1.01334 -0.00210
C -2.72699 -1.45658 0.13265
C -3.18006 -1.10543 1.41497
C -2.14826 -0.41481 2.01866
C -2.15426 0.09871 3.43490
C -2.11236 1.62416 3.58037
C -1.08455 -0.61240 4.26836
C -3.48772 -2.15764 -0.96270
C -3.21578 -1.55111 -2.33983
C -4.98775 -2.12811 -0.66152
H 5.05821 -1.82800 -2.46668
H 5.19759 -0.61022 -1.18756
H 3.76234 -0.64638 -2.21504
H 4.57596 -2.78199 -0.19182
H 2.04746 -2.71400 -1.88487
H 2.57876 -4.03902 -0.87465
H 3.47339 -3.63074 -2.35425
H 4.66332 -0.66130 1.62804
H 3.88428 1.11542 3.11886
H 1.77108 2.82129 1.73030
H 3.45870 2.65224 1.23846
H 3.05779 3.42489 2.78233
H 0.96150 1.50058 3.86161
H 2.38129 2.01473 4.76483
H 2.03628 0.29222 4.57488
H 0.07739 1.39331 1.88994
H -0.45512 3.38400 -2.75754
H -0.34187 3.24393 1.21944
H 0.04838 5.23430 -1.06740
H 1.33937 4.61204 -0.03466
H 0.05595 5.61777 0.65742
H -2.35040 4.24625 -0.84421
H -2.32382 4.69078 0.86990
H -2.66392 3.01891 0.38704
H -0.55842 -0.14184 -4.01195
H 0.49168 2.56534 -4.96715
H -1.21677 2.13128 -4.80028
H -0.20474 1.29967 -5.98383
H 2.30906 0.89950 -4.17652
H 1.58454 -0.29863 -5.26437
H 1.82446 -0.68480 -3.56059
H -4.14538 -1.30592 1.85115
H -3.12637 -0.21702 3.81834
H -1.13806 2.04026 3.33507
H -2.34134 1.89948 4.61219
H -2.85337 2.09643 2.93175
H -0.10137 -0.50906 3.81181
H -1.30613 -1.67931 4.34092
H -1.03786 -0.20287 5.28079
H -3.17826 -3.20234 -0.97821
H -3.51888 -0.49972 -2.36176
H -3.78170 -2.09593 -3.09642
H -2.16541 -1.61300 -2.62121
H -5.34405 -1.09985 -0.55280
H -5.23175 -2.67321 0.25255
H -5.53737 -2.59431 -1.47990
N 0.09758 -3.78216 0.79780
N -0.95992 -4.42101 0.14779
C -1.07618 -4.40977 -1.24095
O -1.82842 -5.22296 -1.75690
O -0.39317 -3.51147 -1.88691
H 0.81576 -4.43483 1.08564
H -0.23574 -3.26091 1.59776
H -1.35964 -5.24922 0.56067

Results
- LUMO energy (spin up / spin down) (eV) = 0.4712 / -0.2454
- orbital gap (spin up / spin down) (eV) = 8.36 / 8.23
- ΔE to the lowest compared entry with this formula, charge and spin (kcal/mol) = 4.87
- <S²> = 2.01
- total energy (a.u.) = -1829.10238
- net charge = 0
- spin multiplicity = 3